1.
DFT (ωB97M-V/def2-TZVPD) results for an isolated molecule of C3H5N5.

Last column: Mulliken charge in e.
Positions of all 13 atoms, in Å:
H: 2.12125 2.24182 0.00005  0.289
N: 1.21622 2.09123 -0.57821  -0.621
C: 0.77296 0.91373 -0.43714  0.624
N: 1.52822 0.05273 0.17664  -0.121
N: 1.16816 -0.91829 0.82938  -0.395
N: -0.22619 -1.28255 0.44886  -0.143
C: -1.03028 -0.29867 -0.09693  0.856
C: -2.38762 -0.82125 0.07801  -1.251
N: -0.52408 0.63369 -0.75792  -0.527
H: -0.69025 -2.00020 1.32947  0.324
H: -2.32122 -1.06909 1.18577  0.241
H: -2.49682 -1.96674 -0.23481  0.302
H: -2.87967 -0.00638 -0.37538  0.422

Properties
HOMO energy = -9.35 eV
SMILES = [H]/N=c1\nn[nH]c(C)n1
energy above the lowest of the compared OMol25 structures with the same formula, charge and spin = 5.309 eV
gap between HOMO and LUMO = 9.1 eV

2.
DFT (ωB97M-V/def2-TZVPD) results for a cluster of 12 separate species, C4H32NO11S in total.

Last column: Mulliken charge in e.
Positions of all 49 atoms, in Å:
C: -1.65559 -1.20677 -1.58927  -0.401
N: -0.48967 -0.80927 -0.83037  0.473
C: -0.68203 0.47106 -0.09225  -0.655
C: 0.66528 0.88778 0.43070  1.983
S: 0.68533 2.48529 1.31149  -0.508
C: -1.49402 -2.54329 -2.30073  -1.208
H: -1.96723 -0.47921 -2.34404  0.372
H: -2.55934 -1.25858 -0.96281  0.366
H: -0.32981 -1.55184 -0.16542  -0.123
H: -0.99009 1.22039 -0.80770  0.409
H: -1.50260 0.32045 0.60745  -0.218
H: 1.06047 0.11602 1.08398  -1.090
H: 1.31121 0.92765 -0.44542  -1.018
H: -0.73545 -2.44073 -3.07903  0.231
H: -2.45944 -2.80071 -2.74353  0.452
H: -1.26058 -3.41450 -1.68455  0.168
H: 2.63424 1.77594 -1.37815  0.344
H: 2.82365 3.01089 -0.62390  0.343
O: 2.75755 2.71969 -1.55094  -0.712
H: -0.19799 -3.18478 1.82695  0.374
H: 0.61884 -1.87930 2.01441  0.197
O: -0.01249 -2.46308 2.44739  -0.744
H: -3.06432 -0.75261 1.70713  0.375
H: -3.94286 0.31614 1.04736  0.319
O: -3.90735 -0.63530 1.21641  -0.712
H: -0.88160 4.23948 -0.14403  0.280
H: -0.36513 3.78933 -1.54621  0.341
O: -1.14541 4.06246 -1.05591  -0.663
H: 3.02524 0.21513 1.24196  0.423
H: 2.56736 -0.14017 2.61932  0.334
O: 3.09671 -0.49742 1.89402  -0.763
H: 0.15685 0.96313 -2.76086  0.349
H: 1.00351 2.15564 -2.31257  0.366
O: 0.51222 1.80279 -3.07278  -0.695
H: 2.46328 -1.92883 -0.55930  0.368
H: 2.88415 -2.09161 0.91641  0.332
O: 2.55456 -2.59908 0.15597  -0.686
H: -2.52686 2.76689 -0.67537  0.330
H: -2.63756 2.56328 0.82565  0.338
O: -3.18572 2.68434 0.03863  -0.664
H: 1.43120 -4.05727 0.19200  0.361
H: 0.15681 -4.75459 -0.11438  0.314
O: 0.74814 -4.60696 0.63549  -0.705
H: 1.69175 -1.23264 -2.79355  0.302
H: 0.99836 -0.84889 -1.48521  0.434
O: 1.88398 -1.08681 -1.86190  -0.781
H: -1.24801 -1.52659 2.76699  0.582
H: -0.97426 -0.05607 2.82877  0.276
O: -1.70714 -0.68457 2.92807  -0.789

Properties
HOMO energy = -4.47 eV
energy above the lowest of the compared OMol25 structures with the same formula, charge and spin = 0.000 eV
total charge = -1
gap between HOMO and LUMO = 7.0 eV

3.
DFT (ωB97M-V/def2-TZVPD) results for a cluster of 2 separate species, C2H8Cl2NSi in total.

Last column: Mulliken charge in e.
Positions of all 14 atoms, in Å:
C: 1.39363 0.50103 0.07376  -0.637
C: -1.04974 -0.19063 -1.55973  -0.842
N: 0.94671 0.13599 1.39110  -0.087
Si: -2.33515 -0.23777 -0.23779  0.726
Cl: -2.45390 1.53502 0.70523  -0.176
Cl: -1.47208 -1.58598 1.13035  -0.352
H: 2.02144 -0.19112 -0.44867  0.362
H: 1.32524 1.52848 -0.22276  0.361
H: -0.88362 0.69014 -2.15653  0.398
H: -0.54399 -1.06745 -1.92798  0.413
H: 0.11086 -0.56995 1.34790  0.130
H: 0.59586 0.95527 1.89847  0.403
H: 1.68432 -0.32195 1.94343  0.405
H: -3.63925 -0.78088 -0.57751  -0.105

Properties
HOMO energy (spin up / spin down) = -14.19 / -13.56 eV
energy above the lowest of the compared OMol25 structures with the same formula, charge and spin = 3.129 eV
total charge = +1
gap between HOMO and LUMO (spin up / spin down) = 9.3 / 8.6 eV

4.
DFT (ωB97M-V/def2-TZVPD) results for a structure of composition C30H24BBr2IMnN2O2.

Last column: Mulliken spin population.
Positions of all 63 atoms, in Å:
Mn: -0.14995 0.27126 0.46514  1.278
I: 2.45531 -0.09261 0.17122  -0.042
C: 2.89905 1.94361 -0.08902  -0.013
C: 4.11870 2.50984 -0.28935  0.007
C: 4.14647 3.91201 -0.49517  -0.006
C: 2.99990 4.66206 -0.51021  0.006
C: 1.73656 4.05558 -0.31190  -0.010
C: 0.49456 4.74612 -0.32445  0.038
C: -0.68958 4.08914 -0.12946  -0.034
C: -0.70293 2.68796 0.09796  0.027
C: 0.48385 2.00465 0.11747  -0.178
C: 1.70445 2.66657 -0.09288  0.056
H: 5.03665 1.93910 -0.29655  0.001
H: 5.10458 4.38904 -0.64842  0.000
H: 3.05732 5.72932 -0.67869  0.000
H: 0.49103 5.81532 -0.49449  0.001
H: -1.62337 4.63304 -0.14718  0.000
H: -1.66540 2.20174 0.26617  -0.004
Br: -6.31740 -2.00725 0.29407  0.000
C: -4.57850 -1.35946 0.29314  0.001
C: -3.90695 -1.14431 -0.90736  -0.001
C: -2.61549 -0.67193 -0.85453  0.008
N: -1.99748 -0.40341 0.30612  -0.032
C: -2.64407 -0.61980 1.47234  0.022
C: -3.93667 -1.09502 1.50238  -0.001
C: -1.82581 -0.31119 2.66237  -0.010
C: -2.25633 -0.44908 3.96308  -0.003
C: -1.36926 -0.14246 4.99372  0.008
Br: -1.90829 -0.32363 6.76314  0.002
C: -0.08685 0.29404 4.68903  -0.004
C: 0.26766 0.41046 3.36111  0.013
N: -0.58075 0.11863 2.36798  -0.033
H: -4.37521 -1.34759 -1.85905  0.000
H: -2.04507 -0.50102 -1.75974  0.003
H: -4.45066 -1.26661 2.43596  0.000
H: -3.25441 -0.79031 4.19245  -0.001
H: 0.62241 0.53767 5.46619  0.000
H: 1.25251 0.74922 3.06992  0.001
C: 1.91765 -7.47275 -2.01076  0.000
C: 0.50584 -7.46001 -1.40828  0.000
C: -0.53515 -7.46165 -2.53654  0.000
C: 0.32199 -8.72949 -0.57695  0.000
C: 0.33283 -6.19197 -0.57185  0.000
C: 0.04567 -6.23138 0.79607  0.000
C: -0.10577 -5.08657 1.57842  0.003
C: 0.03969 -3.88795 0.92804  -0.001
O: -0.05011 -2.58571 1.43837  0.010
B: 0.19193 -1.79423 0.34827  -0.082
O: 0.42645 -2.48436 -0.80529  -0.018
C: 0.31984 -3.83157 -0.42076  -0.008
C: 0.47230 -4.94638 -1.20078  -0.001
H: 2.05393 -8.37405 -2.60912  0.000
H: 2.67787 -7.46695 -1.22840  0.000
H: 2.09067 -6.61464 -2.66147  0.000
H: -0.42131 -8.36201 -3.14099  0.000
H: -0.41960 -6.60241 -3.19854  0.000
H: -1.54938 -7.44996 -2.13433  0.000
H: 0.45341 -9.59910 -1.22055  0.000
H: -0.67723 -8.79222 -0.14264  0.000
H: 1.05832 -8.80215 0.22501  0.000
H: -0.06257 -7.18744 1.28488  0.000
H: -0.31906 -5.14780 2.63601  0.000
H: 0.69695 -4.85805 -2.25444  0.000

Properties
HOMO energy (spin up / spin down) = -13.44 / -13.44 eV
multiplicity = 2
⟨S²⟩ = 0.829
energy above the lowest of the compared OMol25 structures with the same formula, charge and spin = 0.000 eV
total charge = +2
gap between HOMO and LUMO (spin up / spin down) = 5.7 / 6.2 eV

5.
DFT (ωB97M-V/def2-TZVPD) results for a structure of composition C32H36N6OPrS.

Last column: Mulliken spin population.
Positions of all 77 atoms, in Å:
Pr: 0.60781 0.07435 0.10270  2.010
C: 3.67891 -1.37294 -0.33236  0.001
C: 3.42698 -1.50127 1.15923  0.001
N: 2.59832 -0.39540 1.71322  -0.002
C: 3.31928 0.88362 1.93303  0.000
C: 3.44363 1.75971 0.69971  0.001
C: 4.47008 2.68158 0.61179  0.001
C: 4.57212 3.46106 -0.53301  0.000
C: 3.66799 3.28197 -1.56498  0.000
C: 2.65746 2.34452 -1.41546  0.000
C: 1.65370 2.12014 -2.52929  0.003
N: 0.79606 0.92899 -2.34790  -0.002
C: 1.27371 -0.28631 -3.07004  0.004
C: 2.56783 -0.83805 -2.50070  -0.002
N: 2.41043 -1.34685 -1.10861  0.000
N: 2.54067 1.61880 -0.29176  -0.008
H: 4.32557 -2.19346 -0.65421  0.000
H: 4.21798 -0.45123 -0.55393  0.000
H: 4.38892 -1.55925 1.67761  0.000
H: 2.90094 -2.43564 1.37274  0.000
H: 2.26392 -0.69745 2.62347  0.002
H: 4.32631 0.69761 2.31808  0.000
H: 2.78117 1.43149 2.71203  -0.001
H: 5.19057 2.77505 1.41310  0.000
H: 5.36955 4.18643 -0.62637  0.000
H: 3.75227 3.85420 -2.47951  0.000
H: 2.19493 2.07303 -3.47997  0.000
H: 1.00517 2.99664 -2.60151  0.000
H: -0.12624 1.14218 -2.71521  0.000
H: 1.42724 -0.05406 -4.12796  0.000
H: 0.47404 -1.03024 -3.01938  -0.001
H: 3.33391 -0.06041 -2.47827  0.000
H: 2.94771 -1.62188 -3.15965  0.000
H: 2.07646 -2.30683 -1.17789  -0.001
N: -0.62645 -0.73449 2.31032  -0.001
C: -0.55685 0.31011 3.31627  -0.006
C: -0.63427 0.03568 4.65146  0.000
C: -0.61290 1.07520 5.61079  0.000
C: -0.55453 2.37671 5.21238  0.000
C: -0.47177 2.69362 3.83207  0.002
C: -0.42752 4.02563 3.36251  0.000
C: -0.31809 4.28228 2.02391  0.000
C: -0.21716 3.19085 1.14861  -0.001
N: -0.27391 1.93114 1.53979  0.002
C: -0.43107 1.65663 2.87909  0.003
H: -1.56602 -0.74411 1.90464  0.001
H: -0.54322 -1.64536 2.75569  0.001
H: -0.74734 -0.99021 4.98250  0.000
H: -0.67709 0.82378 6.66006  0.000
H: -0.57578 3.17969 5.93735  0.000
H: -0.48132 4.84114 4.07332  0.000
H: -0.29212 5.28996 1.63614  0.000
H: -0.08404 3.37040 0.08490  0.000
O: -1.31108 -0.73740 -0.75367  -0.002
S: -2.87719 -0.81589 -0.84561  -0.002
C: -3.29293 -1.04536 -2.52202  0.000
C: -3.02128 -2.23130 -3.21150  0.000
C: -3.38419 -2.31957 -4.54014  0.000
C: -4.01645 -1.24293 -5.16294  0.000
C: -4.29289 -0.07625 -4.46912  0.000
C: -3.92976 0.03189 -3.13203  0.000
C: -3.27512 -2.34505 -0.07031  -0.001
C: -2.35494 -3.37246 0.08679  0.001
C: -2.78098 -4.55215 0.68328  0.000
C: -4.09876 -4.69093 1.09792  0.000
C: -5.00530 -3.65099 0.93384  0.000
C: -4.59498 -2.45810 0.35684  0.000
H: -2.56221 -3.07419 -2.71196  0.000
H: -3.19927 -3.22710 -5.09827  0.000
H: -4.31066 -1.32940 -6.20045  0.000
H: -4.80410 0.73963 -4.96056  0.000
H: -4.16038 0.92858 -2.57057  0.000
H: -1.33679 -3.26874 -0.26633  0.000
H: -2.08395 -5.36953 0.81133  0.000
H: -4.42472 -5.61592 1.55370  0.000
H: -6.02871 -3.76333 1.26356  0.000
H: -5.29731 -1.64224 0.23766  0.000

Properties
HOMO energy (spin up / spin down) = -16.51 / -16.52 eV
multiplicity = 3
⟨S²⟩ = 2.002
total charge = +3
gap between HOMO and LUMO (spin up / spin down) = 8.6 / 8.6 eV

Calculated E_tot (eV), listed in the same order as above: -10637.565 -39518.259 -36608.916 -218743.123 -69641.633